Entry 1:
The following is a quantum chemistry calculation of 16 unconnected molecules or ions with the total composition H32O16 in a non-equilibrium geometry, from OMol25.

Values from the calculation:
LUMO (eV): -0.1952
Energy above the lowest of the compared OMol25 structures with the same formula, charge and spin (kcal per mole): 148.4
Frontier orbital gap (eV): 10.42
Total energy (Eh): -1222.962345
Multiplicity: 1
Maximum force (hartree/bohr): 0.1585

The geometry in XYZ format:
```
48
Properties=species:S:1:pos:R:3:lowdin_charge:R:1
O -0.570 -0.268 -1.374 -0.039
H -0.221 0.063 -2.143 -0.067
H -0.280 -1.200 -1.271 0.052
O -0.894 -2.829 0.919 0.044
H -0.764 -2.694 1.843 0.015
H -1.326 -2.198 0.535 -0.090
O -3.092 -0.273 -0.118 -0.079
H -2.228 -0.253 -0.613 0.006
H -3.637 0.166 -0.774 0.028
O -2.568 2.168 -2.084 -0.102
H -2.545 2.301 -3.057 0.015
H -1.826 2.705 -1.651 0.083
O -0.391 1.399 3.685 -0.106
H -1.137 1.304 3.123 -0.060
H 0.047 2.286 3.279 0.137
O 0.903 -0.030 -3.367 -0.068
H 1.655 0.550 -3.643 0.046
H 0.649 -0.672 -4.053 0.100
O 3.500 0.406 -4.593 -0.111
H 3.586 1.321 -4.989 0.079
H 3.532 0.358 -3.595 0.028
O -3.739 -1.835 3.162 0.019
H -4.266 -2.330 3.690 -0.013
H -4.218 -1.905 2.343 0.048
O 1.698 -1.519 5.142 -0.010
H 0.929 -1.785 5.561 -0.007
H 1.500 -1.129 4.319 -0.019
O 1.720 -2.190 -1.167 -0.046
H 1.969 -1.533 -1.975 0.118
H 2.268 -1.853 -0.561 -0.073
O -2.822 1.277 2.543 -0.031
H -2.781 0.907 1.645 0.036
H -3.463 0.929 3.124 0.031
O 3.450 1.255 0.581 -0.008
H 3.349 0.370 0.689 -0.035
H 3.388 1.679 1.467 0.094
O -1.273 1.942 -4.570 -0.038
H -1.627 1.198 -5.067 0.060
H -0.589 1.587 -4.024 -0.005
O -0.686 -1.228 3.430 -0.068
H -0.162 -0.427 3.196 0.018
H -1.594 -0.959 3.316 -0.003
O 3.327 1.627 -2.133 0.004
H 3.633 1.632 -1.263 -0.020
H 3.454 2.518 -2.316 0.030
O 1.694 -0.919 1.149 0.005
H 1.137 -1.638 1.062 -0.013
H 1.311 -0.280 0.600 0.013
```



Entry 2:
The following is a quantum chemistry calculation of 16 unconnected molecules or ions with the total composition H32O16 in a non-equilibrium geometry, from OMol25.

Values from the calculation:
LUMO (eV): -0.4807
Energy above the lowest of the compared OMol25 structures with the same formula, charge and spin (kcal per mole): 110.4
Frontier orbital gap (eV): 9.07
Total energy (Eh): -1223.022799
Multiplicity: 1
Maximum force (hartree/bohr): 0.0488

The geometry in XYZ format:
```
48
Properties=species:S:1:pos:R:3:lowdin_charge:R:1
O -3.062 -2.010 -1.789 -0.045
H -2.760 -1.489 -1.033 -0.009
H -3.008 -2.878 -1.405 0.039
O 1.255 -0.392 -2.971 -0.037
H 1.424 -1.235 -3.418 0.089
H 1.747 0.335 -3.351 0.085
O 0.853 -2.979 -1.322 -0.109
H 0.478 -3.833 -0.970 0.065
H 1.393 -2.571 -0.587 -0.002
O 0.415 2.298 2.132 -0.073
H 0.245 3.064 2.737 0.106
H 1.350 2.061 2.184 0.016
O -2.758 0.553 -0.767 -0.038
H -2.675 1.517 -0.695 0.030
H -3.646 0.398 -0.527 0.040
O -1.692 2.947 0.128 -0.047
H -1.232 3.306 -0.628 0.032
H -1.205 2.313 0.651 -0.020
O -1.424 -0.327 -3.331 -0.091
H -0.433 -0.511 -3.406 0.019
H -1.734 -0.893 -2.619 -0.026
O -1.844 -1.678 1.196 -0.050
H -1.734 -0.910 1.762 -0.002
H -1.591 -2.443 1.773 0.083
O -2.033 1.144 2.607 -0.009
H -1.106 1.081 2.392 -0.031
H -2.201 0.882 3.477 0.025
O 1.997 2.096 -0.703 -0.043
H 1.140 1.896 -0.295 0.003
H 2.744 1.753 -0.228 0.007
O 2.729 0.923 1.641 -0.055
H 2.303 0.277 1.074 -0.003
H 2.921 0.562 2.519 0.073
O -0.658 2.322 -2.645 -0.039
H 0.242 2.594 -2.481 0.020
H -0.912 1.532 -2.181 -0.017
O 1.295 -2.745 1.520 -0.062
H 0.922 -1.891 1.754 -0.034
H 1.829 -2.884 2.307 0.046
O 0.516 -0.664 2.882 -0.050
H 1.382 -0.586 3.286 0.055
H 0.457 -0.037 2.128 0.012
O -0.048 0.292 0.108 -0.033
H 0.605 -0.010 -0.525 0.019
H -0.769 -0.332 0.069 0.021
O 2.582 -0.856 -0.502 -0.098
H 2.212 -0.725 -1.412 0.025
H 3.488 -1.270 -0.535 0.113
```



Entry 3:
The following is a quantum chemistry calculation of 16 unconnected molecules or ions with the total composition H32O16 in a non-equilibrium geometry, from OMol25.

Values from the calculation:
LUMO (eV): 0.1657
Energy above the lowest of the compared OMol25 structures with the same formula, charge and spin (kcal per mole): 62.7
Frontier orbital gap (eV): 10.66
Total energy (Eh): -1223.098777
Multiplicity: 1
Maximum force (hartree/bohr): 0.0284

The geometry in XYZ format:
```
48
Properties=species:S:1:pos:R:3:lowdin_charge:R:1
O -0.661 -1.398 1.028 -0.081
H -1.099 -2.159 1.441 0.050
H -1.097 -1.301 0.151 0.021
O 1.963 1.215 0.915 -0.083
H 1.682 1.063 0.005 0.025
H 2.730 1.866 0.828 0.028
O 0.497 3.689 2.874 -0.040
H 0.149 2.780 2.803 0.043
H 1.447 3.659 2.769 0.054
O -0.669 1.289 1.584 -0.091
H 0.073 1.501 0.986 0.002
H -0.789 0.325 1.575 0.018
O -0.274 1.633 -0.955 -0.094
H -1.234 1.683 -1.142 0.037
H 0.084 0.869 -1.447 0.020
O -2.916 -4.123 -1.499 -0.071
H -2.602 -3.198 -1.470 0.008
H -2.169 -4.525 -1.985 0.029
O -0.284 -4.330 -2.742 -0.055
H 0.461 -4.918 -2.925 0.054
H 0.274 -3.656 -2.319 0.025
O -1.262 4.323 1.000 -0.083
H -0.602 4.299 1.751 0.014
H -1.488 5.260 1.081 0.059
O 3.592 3.202 0.703 -0.052
H 4.398 3.265 0.189 0.064
H 2.945 3.836 0.309 0.046
O 1.848 -3.963 -0.370 -0.066
H 2.156 -3.212 0.169 0.001
H 1.618 -4.671 0.233 0.037
O -2.805 1.764 -0.287 -0.060
H -3.452 2.467 -0.335 0.058
H -2.238 1.865 0.507 0.027
O 0.842 -0.721 -1.789 -0.063
H 1.184 -1.180 -0.975 0.034
H 1.444 -0.660 -2.534 0.078
O -1.496 -3.958 0.872 -0.062
H -1.849 -4.633 1.457 0.052
H -2.086 -3.980 0.087 0.006
O 1.160 3.915 -0.273 -0.099
H 0.739 3.204 -0.810 0.027
H 0.337 4.298 0.125 0.019
O -1.984 -1.328 -1.323 -0.033
H -1.165 -1.057 -1.774 0.044
H -2.471 -0.540 -1.040 0.063
O 1.867 -1.474 0.577 -0.114
H 2.132 -0.565 0.853 0.039
H 1.066 -1.721 1.124 0.065
```



Entry 4:
The following is a quantum chemistry calculation of 16 unconnected molecules or ions with the total composition H33O16 in a non-equilibrium geometry, from OMol25.

Values from the calculation:
LUMO (eV): -2.6254
Energy above the lowest of the compared OMol25 structures with the same formula, charge and spin (kcal per mole): 91.8
Frontier orbital gap (eV): 10.62
Total energy (Eh): -1223.329483
Multiplicity: 1
Total charge: +1
Maximum force (hartree/bohr): 0.0723

The geometry in XYZ format:
```
49
Properties=species:S:1:pos:R:3:lowdin_charge:R:1
O 0.175 -3.903 0.355 -0.045
H 0.730 -4.002 1.141 0.049
H -0.199 -4.778 0.307 0.028
O -2.653 -2.142 -0.630 -0.064
H -2.633 -3.055 -0.977 0.002
H -3.401 -1.930 -0.067 0.056
O -1.791 -1.195 4.358 -0.049
H -1.786 -2.101 4.667 0.038
H -1.021 -0.914 3.866 0.001
O -0.520 2.640 -2.424 -0.143
H -1.544 2.777 -2.336 0.033
H 3.308 -3.313 -0.856 0.031
O -0.296 2.019 3.613 -0.017
H -1.091 2.044 4.119 0.052
H 0.469 1.499 3.840 0.026
O 4.293 0.539 -1.643 -0.032
H 4.491 0.342 -0.726 0.061
H -2.209 -4.834 -0.818 0.036
O 2.031 -0.285 4.173 -0.059
H 2.249 -0.464 3.259 0.027
H 2.288 -1.077 4.715 0.080
O -0.174 4.984 -1.638 -0.065
H -0.411 1.699 -2.693 0.038
H -0.252 5.268 -2.557 0.078
O -1.324 1.321 1.049 0.073
H -0.800 2.219 0.723 0.077
O -3.140 -4.686 -0.961 -0.009
H -0.079 3.500 -0.764 0.035
H -3.541 -5.151 -0.239 0.065
O -3.037 2.698 -1.680 -0.017
H -3.049 3.281 -0.920 0.065
H -3.578 3.217 -2.287 0.082
O 0.355 -0.151 -1.850 -0.027
H 3.858 1.391 -1.708 0.064
H 1.233 -0.280 -2.186 0.036
O 2.934 -3.195 0.009 -0.055
H 2.548 -2.295 0.001 0.035
H -0.190 -0.867 -2.201 0.080
O 0.103 3.181 0.179 -0.043
H -0.060 3.996 0.717 0.111
H -1.188 1.075 2.026 0.125
O 3.340 -0.711 -3.774 -0.076
H 4.179 -0.532 -4.217 0.045
H 3.472 -0.480 -2.851 -0.041
O -0.284 -0.925 0.510 -0.111
H -0.923 -1.727 0.588 0.085
H -0.744 -0.463 -0.281 0.048
H 0.738 5.247 -1.403 0.084
H -0.877 0.518 0.474 0.105
```



Entry 5:
The following is a quantum chemistry calculation of 16 unconnected molecules or ions with the total composition H33O16 in a non-equilibrium geometry, from OMol25.

Values from the calculation:
LUMO (eV): -3.2752
Energy above the lowest of the compared OMol25 structures with the same formula, charge and spin (kcal per mole): 192.2
Frontier orbital gap (eV): 9.96
Total energy (Eh): -1223.169452
Multiplicity: 1
Total charge: +1
Maximum force (hartree/bohr): 0.1507

The geometry in XYZ format:
```
49
Properties=species:S:1:pos:R:3:lowdin_charge:R:1
O -1.231 5.231 1.657 0.029
H -2.069 5.178 1.360 -0.043
H -1.060 6.110 1.696 -0.013
O -0.687 0.558 -3.894 -0.021
H -1.976 1.084 -2.612 -0.028
H 3.453 0.871 -0.931 0.120
O -2.455 0.993 -1.806 -0.073
H -1.171 -0.618 -0.912 0.255
H -3.593 4.704 -1.552 0.121
O -1.137 -2.134 1.316 -0.077
H -1.080 -1.522 2.233 0.150
H -2.825 1.934 1.516 0.018
O -2.026 -1.357 -0.967 0.070
H -1.362 0.169 -4.504 0.103
H -2.535 -0.931 -0.167 0.096
O -3.136 -0.818 1.471 -0.101
H -2.283 -0.897 1.997 0.041
H -2.192 5.287 -1.863 0.016
O 2.335 -2.589 1.019 -0.085
H 2.659 -1.975 1.602 -0.055
H 2.324 -3.670 1.264 0.158
O 0.544 3.231 -3.557 -0.030
H -0.425 -2.617 1.522 -0.042
H 0.727 4.132 -3.855 0.059
O -2.640 4.882 -1.128 -0.096
H -1.545 -2.111 -0.312 0.184
O 3.238 1.215 -1.961 -0.181
H 0.446 -4.399 3.725 0.038
H 3.551 0.461 -2.601 0.077
O 0.805 -4.145 2.890 -0.067
H 1.815 -4.218 2.826 0.072
H 4.287 -1.210 -0.369 -0.026
O -0.118 0.069 2.916 -0.045
H -2.483 1.983 -1.567 0.091
H 3.520 -1.967 -1.412 0.009
O -3.421 2.062 2.279 -0.097
H -3.955 1.193 2.332 0.064
H 0.459 -0.027 3.669 0.053
O 4.382 -1.803 -1.103 -0.010
H -0.491 0.989 3.021 0.099
H -3.704 -1.687 1.529 0.158
O 0.759 -4.186 -1.996 -0.102
H 1.637 -4.392 -2.401 0.057
H 0.888 -4.026 -1.000 0.047
O 4.345 -0.846 1.682 -0.071
H 4.287 -1.674 1.156 0.031
H -0.098 1.197 -4.108 -0.043
H 0.935 2.993 -2.742 0.014
H 4.306 -0.704 2.644 0.078
```